This record from the OMol25 dataset describes a 7-piece molecular cluster, C58H59N4O18SSi overall. The level of theory is wB97M-V/def2-TZVPD.

Atoms and positions in Å:
1 C 4.495 -4.253 0.592
2 C 3.019 -4.803 1.086
3 C 1.957 -3.559 0.878
4 C 0.663 -3.591 1.883
5 O -0.140 -2.359 1.908
6 N -0.125 -1.710 0.730
7 C 0.691 -0.438 0.418
8 C 1.620 0.234 1.615
9 C 0.918 1.627 2.217
10 O 0.455 2.380 1.040
11 Si -0.262 3.930 1.484
12 C 0.999 5.299 0.855
13 C -0.519 4.170 3.384
14 C -1.932 4.056 0.462
15 C 0.448 0.008 -1.142
16 C 1.174 1.303 -1.914
17 C 0.398 1.861 -3.242
18 C 1.121 3.125 -4.047
19 C 2.540 3.712 -3.382
20 C 3.069 2.969 -2.022
21 N 2.443 1.812 -1.294
22 N -0.542 -1.008 -1.669
23 N -1.085 -1.082 -2.942
24 C -2.382 -0.554 -2.960
25 O -3.342 0.396 -3.138
26 C -0.893 -2.022 -0.571
27 C -1.916 -3.304 -0.581
28 C -3.461 -2.924 -0.067
29 C -4.583 -3.091 -1.255
30 C -6.050 -2.439 -0.914
31 S -6.646 -1.319 -2.337
32 O -6.147 -1.859 -3.731
33 O -6.194 0.159 -2.113
34 O -8.371 -1.353 -2.433
35 H 4.276 -3.359 -0.165
36 H 5.051 -5.079 -0.048
37 H 5.160 -3.812 1.451
38 H 3.080 -5.184 2.197
39 H 2.737 -5.680 0.328
40 H 2.551 -2.555 1.132
41 H 1.655 -3.542 -0.259
42 H 1.093 -3.731 2.986
43 H 0.057 -4.570 1.648
44 H 2.724 0.469 1.271
45 H 1.616 -0.527 2.533
46 H 0.000 1.298 2.899
47 H 1.708 2.205 2.868
48 H 0.435 6.293 0.587
49 H 1.813 5.559 1.668
50 H 1.488 4.864 -0.134
51 H 0.500 4.286 3.981
52 H -1.175 5.144 3.550
53 H -1.090 3.230 3.848
54 H -2.772 3.612 1.159
55 H -1.833 3.318 -0.467
56 H -2.154 5.146 0.087
57 H -0.590 1.446 -3.712
58 H 0.668 3.597 -5.039
59 H 3.111 4.620 -3.849
60 H 4.068 3.415 -1.543
61 H -1.524 -4.093 0.225
62 H -1.928 -3.902 -1.607
63 H -3.445 -1.860 0.422
64 H -3.782 -3.680 0.799
65 H -4.149 -2.582 -2.215
66 H -4.766 -4.250 -1.449
67 H -6.854 -3.313 -0.837
68 H -6.101 -1.831 0.087
69 H -8.655 -0.623 -3.074
70 C -4.827 -2.305 -9.266
71 C -3.913 -1.363 -9.012
72 C -3.675 -0.877 -7.639
73 O -2.840 -0.013 -7.407
74 C -4.484 -1.472 -6.557
75 C -5.398 -2.414 -6.810
76 C -5.636 -2.900 -8.184
77 O -6.471 -3.764 -8.416
78 H -5.015 -2.672 -10.267
79 H -3.311 -0.917 -9.795
80 H -4.296 -1.105 -5.556
81 H -6.000 -2.860 -6.028
82 C 6.221 1.975 3.624
83 C 5.387 1.246 2.876
84 C 5.550 -0.216 2.752
85 O 4.788 -0.885 2.067
86 C 6.668 -0.841 3.487
87 C 7.502 -0.111 4.234
88 C 7.339 1.350 4.358
89 O 8.101 2.019 5.044
90 H 6.117 3.048 3.725
91 H 4.562 1.689 2.332
92 H 6.773 -1.914 3.385
93 H 8.327 -0.555 4.778
94 C 8.285 -2.474 0.373
95 C 8.395 -2.254 -0.940
96 C 9.563 -1.547 -1.504
97 O 9.663 -1.344 -2.706
98 C 10.604 -1.095 -0.560
99 C 10.494 -1.315 0.754
100 C 9.327 -2.022 1.317
101 O 9.226 -2.225 2.519
102 H 7.435 -2.990 0.803
103 H 7.641 -2.580 -1.646
104 H 11.454 -0.579 -0.989
105 H 11.249 -0.989 1.460
106 C -6.927 1.330 0.524
107 C -6.013 2.272 0.777
108 C -5.775 2.759 2.151
109 O -4.940 3.622 2.383
110 C -6.584 2.163 3.233
111 C -7.498 1.221 2.979
112 C -7.736 0.735 1.606
113 O -8.571 -0.129 1.373
114 H -7.115 0.963 -0.477
115 H -5.411 2.718 -0.005
116 H -6.396 2.531 4.234
117 H -8.100 0.775 3.762
118 C -3.301 3.969 -3.165
119 C -4.523 3.851 -3.694
120 C -5.367 5.036 -3.944
121 O -6.486 4.929 -4.427
122 C -4.810 6.355 -3.586
123 C -3.588 6.473 -3.057
124 C -2.744 5.289 -2.807
125 O -1.625 5.396 -2.324
126 H -2.669 3.110 -2.975
127 H -4.946 2.890 -3.963
128 H -5.442 7.214 -3.776
129 H -3.165 7.434 -2.789
130 C 3.686 -2.438 7.627
131 C 2.695 -2.961 8.356
132 C 1.480 -3.505 7.719
133 O 0.572 -3.982 8.385
134 C 1.403 -3.451 6.245
135 C 2.394 -2.928 5.516
136 C 3.609 -2.384 6.154
137 O 4.517 -1.907 5.487
138 H 4.584 -2.034 8.079
139 H 2.737 -3.009 9.438
140 H 0.505 -3.855 5.793
141 H 2.352 -2.881 4.435

electronic energy: -4505.30832 hartree
HOMO energy: -10.985 eV
LUMO level: -4.327 eV
molar mass: 1160.27 g mol⁻¹
multiplicity: 1
charge: +1
orbital gap: 6.7 eV